Here is a cluster of 12 separate species, C66H64F10N2O2 in total at a distorted geometry from OMol25. Energies are from ωB97M-V with the def2-TZVPD basis set.

SMILES: Fc1ccccc1.Fc1ccccc1.Fc1ccccc1.Fc1ccccc1.Fc1ccccc1.Fc1ccccc1.Fc1ccccc1.Fc1ccccc1.Fc1ccccc1.Fc1ccccc1.CN(C)C=O.CN(C)C=O
Net charge: 0
Molar mass in g/mol: 1107.23
E_HOMO in eV: -9.01
Relative energy (zero: lowest compared OMol25 entry of this formula, charge and spin) in kJ/mol: 138.42
E_tot in eV: -103727.54494
Frontier orbital gap in eV: 9.6

Each line ends with the Löwdin charge.
Atoms and positions in Å:
F 14.163 11.695 14.115  0.027
C 12.991 11.120 13.698  -0.273
C 13.021 9.800 13.265  -0.006
C 11.816 9.202 12.872  -0.079
C 10.594 9.863 12.980  -0.080
C 10.613 11.157 13.490  -0.066
C 11.824 11.819 13.784  -0.017
H 13.932 9.229 13.167  0.114
H 11.793 8.178 12.528  0.101
H 9.657 9.390 12.725  0.103
H 9.689 11.691 13.657  0.086
H 11.830 12.818 14.196  0.101
F 13.786 18.824 18.798  0.043
C 15.097 19.134 18.775  -0.289
C 15.850 18.750 19.821  -0.033
C 17.203 19.089 19.854  -0.071
C 17.821 19.774 18.806  -0.076
C 17.013 20.149 17.716  -0.085
C 15.631 19.863 17.678  0.013
H 15.412 18.204 20.643  0.122
H 17.858 18.776 20.655  0.103
H 18.886 19.940 18.752  0.101
H 17.501 20.656 16.897  0.086
H 15.022 20.330 16.918  0.098
F 15.892 10.689 8.542  0.054
C 16.312 11.247 9.697  -0.249
C 15.421 12.129 10.372  -0.007
C 15.793 12.527 11.585  -0.132
C 17.008 12.164 12.159  -0.074
C 17.900 11.366 11.452  -0.083
C 17.549 10.932 10.202  -0.035
H 14.447 12.336 9.955  0.115
H 15.088 13.071 12.196  0.089
H 17.177 12.532 13.160  0.090
H 18.758 10.934 11.943  0.106
H 18.174 10.211 9.695  0.118
F 8.777 17.232 12.197  0.051
C 9.277 18.227 11.438  -0.272
C 9.687 18.061 10.135  -0.023
C 10.164 19.147 9.412  -0.058
C 10.158 20.433 10.005  -0.096
C 9.704 20.643 11.264  -0.103
C 9.334 19.544 11.997  -0.026
H 9.562 17.059 9.750  0.110
H 10.536 19.092 8.400  0.103
H 10.585 21.247 9.437  0.103
H 9.772 21.612 11.735  0.107
H 8.998 19.618 13.021  0.102
F 11.508 15.737 18.005  0.059
C 12.694 15.108 17.916  -0.281
C 12.775 13.917 17.179  -0.026
C 13.927 13.201 17.116  -0.075
C 15.077 13.657 17.793  -0.068
C 14.996 14.890 18.437  -0.083
C 13.810 15.612 18.512  -0.033
H 11.890 13.681 16.608  0.099
H 13.893 12.272 16.567  0.098
H 15.975 13.073 17.655  0.100
H 15.825 15.347 18.957  0.104
H 13.734 16.489 19.137  0.104
F 8.245 13.216 10.249  0.056
C 9.460 13.555 9.772  -0.277
C 9.600 13.828 8.444  -0.028
C 10.859 14.198 7.933  -0.082
C 11.929 14.417 8.784  -0.109
C 11.794 14.224 10.157  -0.072
C 10.612 13.608 10.608  0.013
H 8.814 13.570 7.750  0.115
H 11.095 14.088 6.885  0.103
H 12.863 14.751 8.356  0.095
H 12.597 14.432 10.849  0.085
H 10.580 13.500 11.683  0.088
F 6.697 11.379 14.975  0.069
C 7.308 12.509 15.353  -0.293
C 7.647 13.459 14.352  -0.010
C 8.614 14.470 14.565  -0.054
C 9.171 14.544 15.863  -0.116
C 8.771 13.734 16.885  -0.070
C 7.836 12.694 16.603  -0.013
H 7.369 13.341 13.315  0.106
H 8.919 15.087 13.732  0.078
H 9.922 15.297 16.052  0.067
H 9.198 13.776 17.875  0.105
H 7.524 12.011 17.379  0.112
F 13.795 23.766 12.246  0.058
C 14.612 22.987 12.981  -0.281
C 14.243 21.689 13.303  -0.009
C 15.173 20.851 13.916  -0.092
C 16.441 21.322 14.135  -0.104
C 16.796 22.664 13.897  -0.055
C 15.853 23.504 13.309  -0.012
H 13.276 21.252 13.103  0.110
H 14.969 19.826 14.188  0.091
H 17.179 20.653 14.553  0.073
H 17.787 22.996 14.168  0.102
H 16.008 24.534 13.023  0.116
F 10.698 21.399 14.217  0.038
C 11.027 21.178 15.517  -0.236
C 11.972 22.062 16.085  -0.025
C 12.160 22.029 17.422  -0.078
C 11.507 21.044 18.194  -0.083
C 10.754 20.069 17.590  -0.121
C 10.343 20.233 16.313  -0.037
H 12.364 22.752 15.353  0.112
H 12.902 22.581 17.979  0.110
H 11.832 20.927 19.218  0.101
H 10.260 19.223 18.045  0.116
H 9.710 19.497 15.840  0.109
F 16.056 16.642 16.212  0.027
C 17.172 16.575 15.430  -0.269
C 17.818 17.690 15.049  -0.011
C 18.845 17.604 14.091  -0.053
C 19.310 16.359 13.747  -0.116
C 18.697 15.219 14.145  -0.084
C 17.588 15.342 14.977  -0.003
H 17.453 18.631 15.435  0.085
H 19.221 18.542 13.708  0.110
H 20.092 16.345 13.002  0.107
H 19.067 14.264 13.800  0.106
H 17.119 14.389 15.173  0.109
C 13.524 15.932 14.406  -0.244
O 13.450 15.192 13.358  -0.076
N 12.629 16.925 14.756  -0.122
C 13.106 17.924 15.740  -0.043
C 11.229 17.032 14.204  -0.007
H 14.364 15.811 15.107  0.115
H 13.377 18.873 15.277  0.069
H 14.005 17.538 16.219  0.059
H 12.430 18.147 16.567  0.070
H 10.678 17.162 15.136  0.066
H 10.975 17.991 13.753  0.070
H 10.890 16.145 13.668  0.075
C 16.105 18.132 11.013  -0.390
O 16.006 19.338 10.987  0.013
N 15.145 17.211 11.038  -0.135
C 15.658 15.807 10.951  -0.036
C 13.742 17.590 10.851  -0.029
H 17.086 17.631 11.000  0.123
H 15.575 15.401 9.942  0.087
H 15.181 15.085 11.614  0.037
H 16.685 15.785 11.314  0.075
H 13.586 18.668 10.887  0.082
H 13.464 17.302 9.837  0.082
H 12.993 17.150 11.508  0.067